[1]
One molecule with the formula C4H3N3 at a distorted geometry. Source: OMol25; level of theory: the ωB97M-V functional and the def2-TZVPD basis.

Each line ends with the Löwdin charge.
Cartesian coordinates (Å):
1 N -0.66992 2.10234 1.83337  0.130
2 C -0.40264 1.27976 1.03314  -0.450
3 C -0.10529 -1.02770 -0.17918  -0.111
4 H 1.14701 -1.29582 -1.96335  0.104
5 C 0.57451 1.60254 -0.53053  0.094
6 H -1.16010 -0.49397 1.48258  0.137
7 C 0.70212 -0.68117 -1.19373  -0.131
8 N -0.62989 -0.10540 0.72095  0.054
9 H -0.39675 -2.06481 -0.02101  0.127
10 N 0.94094 0.68422 -1.18223  0.045

Atoms 1-3, force components in eV/Å:
0.3 -0.9 -0.8
-1.0 -0.8 1.4
0.2 0.3 -0.1

Properties
Energy relative to the best compared isomer or geometry (same formula, charge and spin)   3.881 eV
Kohn-Sham gap   8.6 eV
Net charge   0
E_HOMO   -9.1 eV
Energy   -8662.5298 eV

[2]
C14H22MnN3O2 as an isolated structure. Source: OMol25; level of theory: the ωB97M-V functional and the def2-TZVPD basis.

Each line ends with the Löwdin charge.
Cartesian coordinates (Å):
1 H -3.31629 -1.03862 -0.51732  0.129
2 H -4.10525 -0.36574 0.90239  0.129
3 H -0.39696 3.98590 0.40989  0.130
4 C 3.56232 -3.84709 -0.44607  -0.076
5 C -3.39896 1.11014 -0.47820  -0.164
6 C 1.14745 -3.76608 -0.52003  -0.009
7 N -2.16927 1.54422 -1.21797  -0.094
8 C -3.25504 -0.23799 0.22278  -0.178
9 O 1.59406 0.52037 -0.82059  -0.080
10 H 4.56477 -1.99363 -0.51771  0.106
11 C -0.44790 3.01218 -0.08841  -0.185
12 C -1.74487 0.34212 2.14639  -0.161
13 H 2.26036 -5.56563 -0.39501  0.114
14 H 0.18284 -4.25566 -0.52971  0.117
15 H -2.39009 1.52012 -2.20571  0.121
16 H -1.77073 -1.37529 1.02883  0.119
17 O 0.01050 -1.73790 -0.65408  -0.181
18 H -2.56363 3.44655 -0.38368  0.113
19 H 4.50178 0.13300 -1.48160  0.104
20 N -0.32453 1.87700 0.83396  -0.114
21 H -3.65536 1.88904 0.23680  0.105
22 H 3.78977 1.45816 -0.54993  0.087
23 H 0.41146 2.95279 -0.75993  0.115
24 N -1.96337 -0.39049 0.89536  -0.129
25 C 2.56184 -0.26709 -0.67175  -0.334
26 C -1.32724 1.79434 1.90415  -0.166
27 H 4.47347 -4.42543 -0.39614  0.107
28 H -4.23861 1.05106 -1.17159  0.130
29 H -2.62424 0.31601 2.79876  0.129
30 Mn -0.45530 0.17273 -0.71318  0.979
31 H 0.61811 1.85476 1.20247  0.128
32 C 2.30876 -4.48489 -0.44815  -0.055
33 C 3.60232 -2.48493 -0.51236  -0.032
34 C 1.15816 -2.35348 -0.59575  -0.324
35 H -1.59609 3.48982 -1.83133  0.128
36 H 4.48187 0.03901 0.27316  0.094
37 C 3.91751 0.38045 -0.59323  -0.002
38 C 2.42274 -1.69623 -0.59023  -0.099
39 C -1.74654 2.94346 -0.90077  -0.167
40 H -0.95514 2.22122 2.83801  0.131
41 H -0.93910 -0.17082 2.67400  0.130
42 H -2.18562 2.40256 1.62349  0.105

Atoms 1-3, force components in eV/Å:
0.0 0.0 0.0
0.0 0.0 0.0
0.0 0.0 0.0

Properties
Kohn-Sham gap (spin up / spin down)   8.2 / 8.0 eV
Multiplicity   6
Net charge   +1
E_HOMO (spin up / spin down)   -10.7 / -10.8 eV
Energy   -54757.1215 eV

[3]
C12H13N3O6PdS as an isolated structure at a distorted geometry. Source: OMol25; level of theory: the ωB97M-V functional and the def2-TZVPD basis.

Each line ends with the Löwdin charge.
Cartesian coordinates (Å):
1 H -3.14853 -2.92478 -3.06158  0.102
2 C -1.64408 -0.78943 -0.84710  -0.344
3 C -4.18359 -1.34497 -1.98653  -0.200
4 S 2.54731 1.29776 2.02686  0.594
5 C -0.05562 3.39955 3.14178  -0.457
6 H -1.10336 3.81646 3.20132  0.029
7 H 4.49699 1.91268 -0.48805  0.071
8 H -3.60701 1.63478 0.70388  0.118
9 H 0.54645 4.32554 2.93295  0.032
10 H 4.99086 -1.55083 -1.14653  0.091
11 H 4.51522 -3.05983 1.05083  0.080
12 C -2.69104 1.05874 0.45325  -0.197
13 C 4.24199 -2.03816 0.85036  -0.156
14 H 3.24001 -1.52894 2.66902  0.121
15 O -6.42667 -0.94833 -2.23666  -0.011
16 O 1.67057 -0.33609 0.42054  -0.569
17 C -4.06698 -0.30143 -1.06651  0.023
18 H 4.51635 0.76125 -1.85222  0.072
19 C 3.32581 0.01402 1.23081  -0.859
20 H 0.17832 3.21587 4.22593  0.032
21 H -0.98374 -2.44548 -2.08517  0.107
22 C -2.83671 -0.03137 -0.51376  -0.118
23 H -4.92617 0.29328 -0.78501  0.113
24 N 3.55272 -1.25500 1.75931  0.024
25 H 2.96575 1.36285 -1.19943  0.078
26 O -0.52752 -0.54728 -0.34738  -0.105
27 C -1.84180 -1.84845 -1.80152  -0.004
28 Pd 0.41207 0.73364 0.99110  0.794
29 C 3.98616 1.06112 -0.94758  -0.079
30 C -3.06138 -2.11663 -2.34996  -0.031
31 O -1.62597 1.32157 0.95564  -0.078
32 N -5.45638 -1.63474 -2.56728  -0.392
33 N 3.93843 -0.03155 -0.02631  -0.170
34 C 4.47643 -1.28709 -0.23768  -0.126
35 O -5.53992 -2.56095 -3.37865  -0.014
36 O 0.12502 2.37222 2.31134  -0.570

Atoms 1-3, force components in eV/Å:
-0.2 0.0 0.0
0.2 0.4 0.4
-0.8 -0.1 -0.3

Properties
Energy relative to the best compared isomer or geometry (same formula, charge and spin)   0.000 eV
Kohn-Sham gap   4.6 eV
Net charge   -2
E_HOMO   0.3 eV
Energy   -43716.7909 eV

[4]
C39H45FHgN5O4P2 as an isolated structure. Source: OMol25; level of theory: the ωB97M-V functional and the def2-TZVPD basis.

Each line ends with the Löwdin charge.
Cartesian coordinates (Å):
1 C 5.62600 -3.06014 0.18517  -0.081
2 H 3.51087 -0.67326 6.71124  0.102
3 C 1.98520 -3.53123 -2.34487  -0.381
4 H 4.96526 -0.25860 4.75368  0.106
5 H -3.23639 1.08672 -0.99069  0.099
6 H 1.28493 2.84405 -2.73273  0.117
7 C -0.92634 1.23792 -2.93848  -0.210
8 H 1.16717 -2.11010 -4.43846  0.088
9 H -2.85893 3.76958 -0.65238  0.106
10 N 0.22126 1.12829 -2.05391  -0.121
11 C 2.80871 2.66116 3.24398  0.037
12 H 3.28515 -6.56539 -3.10064  0.104
13 C 2.92098 4.79886 2.08749  -0.415
14 C 0.44550 -4.51356 0.58381  -0.287
15 H 1.18543 4.00919 -0.51636  0.114
16 C -0.32189 -3.92618 -0.62357  -0.372
17 H 1.27424 -1.67391 6.38535  0.107
18 H 4.22726 -0.92932 2.50524  0.099
19 C -1.44346 3.09356 0.85043  -0.204
20 C 3.45247 3.50323 2.41728  -0.182
21 H 1.34254 5.97234 2.66822  0.165
22 H -1.60261 2.55032 1.78422  0.107
23 C -2.07552 -2.22776 -5.37446  -0.092
24 H 1.33806 1.30465 5.08669  0.117
25 H 1.96163 1.96159 -1.34349  0.118
26 H 4.19893 -1.45844 0.02216  0.102
27 H 6.39138 -2.54306 -0.37907  0.104
28 H -1.42007 4.16768 1.08969  0.113
29 C 1.03450 2.31034 -1.80398  -0.191
30 H -0.36513 3.91603 -1.32246  0.101
31 H 0.47250 2.34379 0.99264  0.053
32 C 0.63316 -3.53022 1.76113  -0.372
33 H 2.93877 -4.86477 2.27907  0.104
34 C -2.64937 -2.50907 -4.14520  -0.089
35 O -0.01019 4.56569 4.14783  0.077
36 H -0.32619 -3.05224 1.98102  0.070
37 C -2.08614 2.07194 -2.37636  -0.210
38 H -0.24243 -1.84331 -6.41974  0.105
39 C 1.50333 -1.88950 4.26506  -0.097
40 H 0.81769 0.38253 -2.38836  0.068
41 O 1.02724 0.98434 2.15020  -0.179
42 C -0.70007 -2.07058 -5.46529  -0.081
43 H -0.08933 2.34880 4.82926  0.120
44 C 4.17813 -4.68933 -3.62268  -0.083
45 H -1.23115 -3.45129 -0.24472  0.059
46 H -1.28662 0.22112 -3.11721  0.094
47 N 1.76117 5.06684 2.82158  0.216
48 H -0.65334 1.68027 -3.91012  0.119
49 N -0.20279 2.62136 0.29071  -0.107
50 H 2.89852 -1.65942 -2.83952  0.098
51 C 3.66986 -4.36026 1.65967  -0.086
52 P 1.84991 -2.16003 1.44931  0.993
53 H -0.61773 -4.71821 -1.31588  0.081
54 H 0.95578 -4.06730 2.65539  0.070
55 F 4.61189 3.12264 1.83954  0.071
56 H -1.81586 3.12532 -2.41387  0.095
57 O 3.35163 5.61000 1.29196  0.082
58 C 0.31771 0.94522 3.19252  -0.693
59 H 0.52078 -2.32393 4.14275  0.099
60 N -2.46408 1.73272 -1.01223  -0.089
61 H -2.92820 1.93682 -3.06534  0.118
62 H -3.72254 -2.62823 -4.06456  0.103
63 C 4.39841 -2.45319 0.40466  -0.130
64 H -3.53068 2.65271 0.52963  0.114
65 Hg -0.48391 -0.23011 0.34541  0.906
66 O -0.69233 0.26678 3.38752  -0.041
67 H -2.32287 -2.86012 -2.06328  0.091
68 C 5.86508 -4.33172 0.67890  -0.086
69 C 3.57620 -1.09348 3.35472  -0.102
70 H -2.69302 -2.13214 -6.25777  0.102
71 H 5.03055 -5.14172 -4.11262  0.103
72 N 1.64080 2.99824 3.88158  0.013
73 C 3.99495 -0.72198 4.62168  -0.095
74 C 2.09634 -4.91452 -2.43382  -0.079
75 H 1.32128 -5.55930 -2.04010  0.100
76 C 1.04588 4.22919 3.65298  -0.474
77 H 1.42002 -4.87826 0.25978  0.073
78 C 3.40427 -3.09932 1.13076  -0.386
79 C 0.39542 3.31586 -0.82460  -0.192
80 H -0.12496 -5.36979 0.95279  0.111
81 P 0.58050 -2.61783 -1.58650  0.966
82 H 5.07883 -5.96102 1.83056  0.103
83 C -2.65878 2.84648 -0.09637  -0.200
84 C 4.06387 -3.30965 -3.56115  -0.081
85 C 4.88726 -4.97654 1.42222  -0.078
86 C 2.98261 -2.73870 -2.91211  -0.144
87 C 3.17324 -0.94536 5.71941  -0.099
88 C -0.46757 -2.52762 -3.10116  -0.375
89 C 3.19798 -5.48732 -3.05323  -0.074
90 C 0.78694 1.90958 4.36650  -0.005
91 H 4.82350 -2.67857 -4.00495  0.106
92 C -1.85511 -2.64748 -3.01628  -0.112
93 C 0.09596 -2.21584 -4.34004  -0.097
94 C 2.33317 -1.70106 3.16431  -0.362
95 H 3.23398 1.70248 3.49157  0.129
96 C 1.92523 -1.51752 5.53463  -0.085
97 H 6.81298 -4.81920 0.49046  0.102

Atoms 1-3, force components in eV/Å:
0.1 0.0 -0.1
0.0 0.0 0.0
0.0 0.2 0.2

Properties
Kohn-Sham gap (spin up / spin down)   7.7 / 6.3 eV
Multiplicity   2
Net charge   0
E_HOMO (spin up / spin down)   -7.2 / -8.0 eV
Energy   -82284.1480 eV

[5]
C4H7NO2 as an isolated structure. Source: OMol25; level of theory: the ωB97M-V functional and the def2-TZVPD basis.

Each line ends with the Löwdin charge.
Cartesian coordinates (Å):
1 C -0.59905 -0.97728 -0.06862  -0.444
2 C 1.38771 0.49622 -0.41284  -0.290
3 O -1.15053 -1.82278 0.57622  0.123
4 H -0.54195 0.36705 -1.14190  0.218
5 H -0.14568 -1.42636 -2.13212  0.114
6 H 0.14940 1.92166 1.59197  0.082
7 H 1.58055 -0.06381 -1.35561  0.118
8 H -1.05855 0.67764 2.00911  0.080
9 N -0.78814 -0.85934 -1.58614  0.091
10 C 0.07301 0.28261 0.21966  -0.290
11 O 2.22802 1.26553 0.00975  0.031
12 H -1.75355 -1.04817 -1.84264  0.124
13 H 0.67167 0.38928 2.29720  0.093
14 C -0.05432 0.84854 1.61291  -0.050

Atoms 1-3, force components in eV/Å:
-0.2 -0.1 0.1
0.0 0.2 0.0
0.3 0.4 -0.3

Properties
Energy relative to the best compared isomer or geometry (same formula, charge and spin)   3.346 eV
Kohn-Sham gap   9.2 eV
Net charge   0
E_HOMO   -8.9 eV
Energy   -9843.9336 eV

[6]
One molecule with the formula C3H8N4O at a distorted geometry. Source: OMol25; level of theory: the ωB97M-V functional and the def2-TZVPD basis.

Each line ends with the Löwdin charge.
Cartesian coordinates (Å):
1 C -1.31574 0.21475 -0.05238  -0.419
2 H -0.02213 0.17298 1.62993  0.140
3 H -0.97575 1.88948 -0.83617  0.088
4 O 0.42740 1.91130 0.32837  -0.120
5 C 0.12189 0.51982 0.58372  -0.245
6 N -1.74669 1.05817 -1.02396  0.068
7 H 1.75604 -1.95030 -0.78506  0.139
8 H 2.79145 0.91377 0.34867  0.087
9 N 2.51952 0.08591 -0.26356  0.106
10 C 1.35680 -0.31451 0.02989  -0.504
11 N -2.03452 -0.94767 0.36976  0.062
12 H -3.03399 -0.98092 -0.00911  0.128
13 N 0.87589 -1.51358 -0.36349  0.117
14 H -0.01175 -1.60410 -0.82280  0.077
15 H -1.86399 -1.26718 1.34401  0.100
16 H 1.15557 1.81207 -0.47780  0.176

Atoms 1-3, force components in eV/Å:
-0.8 1.9 -2.9
0.5 1.2 0.0
-2.3 -2.3 -1.2

Properties
Energy relative to the best compared isomer or geometry (same formula, charge and spin)   2.969 eV
Kohn-Sham gap   10.0 eV
Net charge   0
E_HOMO   -9.3 eV
Energy   -11246.6547 eV
SMILES   [H]/N=C(/N)C(O)/C(N)=N\[H]